Molecular formula: C4H8P2
Method: DFT, wB97M-V/def2-TZVPD

lowest unoccupied orbital energy: 0.242 eV
relative energy (zero: lowest compared OMol25 entry of this formula, charge and spin): 160.85 kJ/mol
E_HOMO: -8.6 eV
total energy: -22852.7811 eV

Geometry (Å):
C -1.265 -0.211 -0.182
C 1.153 -0.217 -0.429
C -2.630 0.012 0.331
C 2.347 -0.363 0.500
P -0.190 -1.502 -0.222
P -0.020 1.252 -0.124
H 1.458 -0.123 -1.434
H -2.713 0.436 1.355
H -3.247 -0.950 0.294
H -3.020 0.836 -0.378
H 2.037 -0.507 1.468
H 3.192 0.315 0.327
H 2.802 -1.399 0.125
H 0.133 1.500 -1.472

Mulliken charges, unit e, in atom order: 0.252, -0.227, -0.893, -1.198, -0.220, -0.097, 0.509, 0.275, 0.294, 0.270, 0.394, 0.343, 0.269, 0.030

---

Molecular formula: C4H8S
Method: DFT, wB97M-V/def2-TZVPD

lowest unoccupied orbital energy: 0.971 eV
structure (SMILES): C=C[C@H](C)S
relative energy (zero: lowest compared OMol25 entry of this formula, charge and spin): 447.48 kJ/mol
E_HOMO: -8.5 eV
total energy: -15107.7478 eV

Geometry (Å):
C 1.421 1.510 -0.547
C 0.229 0.742 -0.328
C 0.330 -0.484 0.386
C -0.981 -1.295 -0.286
S -0.210 -0.090 2.016
H 2.702 1.465 -0.221
H 1.081 2.452 -1.379
H -0.868 1.108 -0.486
H 1.485 -0.856 0.722
H -1.700 -0.382 -0.428
H -1.096 -2.155 0.195
H -0.798 -1.647 -1.320
H -1.595 -0.368 1.675

Mulliken charges, unit e, in atom order: -0.666, -0.090, 0.275, -1.416, -0.228, 0.227, 0.163, 0.151, 0.287, 0.401, 0.437, 0.316, 0.142

---

Molecular formula: C4H8S
Method: DFT, wB97M-V/def2-TZVPD

lowest unoccupied orbital energy: -0.405 eV
structure (SMILES): C/C=C/SC
relative energy (zero: lowest compared OMol25 entry of this formula, charge and spin): 331.24 kJ/mol
E_HOMO: -8.3 eV
total energy: -15108.9525 eV

Geometry (Å):
C 2.430 1.586 -0.103
C 1.194 0.727 -0.333
C 0.427 0.427 0.720
S -1.147 -1.031 1.054
C -2.985 -1.805 0.397
H 2.047 2.508 0.166
H 3.122 1.528 -0.968
H 2.975 1.132 0.684
H 0.888 0.220 -1.267
H 0.608 0.690 1.691
H -2.937 -2.894 0.670
H -2.956 -1.707 -0.634
H -3.774 -1.276 0.938

Mulliken charges, unit e, in atom order: -1.036, 0.316, -0.767, -0.183, -0.683, 0.323, 0.290, 0.321, 0.309, 0.334, 0.247, 0.276, 0.252

---

Molecular formula: C4H8S
Method: DFT, wB97M-V/def2-TZVPD

lowest unoccupied orbital energy: 0.957 eV
structure (SMILES): SC1CCC1
relative energy (zero: lowest compared OMol25 entry of this formula, charge and spin): 78.66 kJ/mol
E_HOMO: -8.7 eV
total energy: -15111.5703 eV

Geometry (Å):
S 0.869 -0.393 1.359
C -0.342 -0.493 0.157
C 0.249 -0.359 -1.332
C -0.599 0.966 -1.513
C -1.157 0.820 -0.065
H 1.335 -1.652 1.410
H -0.909 -1.437 0.341
H -0.189 -1.061 -2.057
H 1.305 -0.190 -1.346
H 0.040 1.833 -1.657
H -1.233 0.860 -2.344
H -0.902 1.696 0.619
H -2.252 0.635 -0.181

Mulliken charges, unit e, in atom order: -0.321, 0.149, -0.677, -0.446, -0.742, 0.120, 0.321, 0.242, 0.333, 0.206, 0.316, 0.303, 0.196